Entry 1:
This record from the OMol25 dataset describes a structure of composition C37H77AlO21P in a non-equilibrium geometry. The level of theory is ωB97M-V with the def2-TZVPD basis set.

Geometry as XYZ:
```
137
Properties=species:S:1:pos:R:3:forces:R:3
C -0.4904 -1.5400 -0.9447 1.05 0.52 0.86
C -0.9993 -0.0137 -1.3340 -1.03 -0.39 1.63
C -2.5575 -0.1156 -1.8470 0.47 -0.64 -1.04
C -3.0881 1.1726 -2.7091 -1.31 -0.38 1.00
C -2.9938 2.6166 -1.9419 0.79 1.70 -0.89
O -2.5489 2.6944 -0.5423 -0.58 1.09 -1.50
Al -2.4319 4.6049 -0.3764 -0.03 -1.00 -2.50
C -0.5564 5.4374 -0.5732 1.32 -0.20 -0.14
C 0.3098 4.8710 -1.8507 0.19 0.89 0.31
C -0.2874 5.5095 -3.2419 0.36 -0.40 -0.21
C 0.6063 5.0820 -4.5686 0.21 -0.03 0.07
P -3.1103 5.3378 1.7339 -3.99 2.39 2.08
O -4.4414 6.2297 1.6761 4.33 -2.85 0.52
O -1.8019 6.2895 2.4149 -1.13 -2.56 1.02
O -3.3838 3.9850 2.8481 -0.57 2.47 -0.58
O -3.6795 5.0074 -1.7806 0.36 -2.39 0.49
C -4.2929 3.6617 -2.0372 0.09 0.09 1.66
C -5.2691 3.5520 -3.3494 0.07 0.99 -0.04
C -6.8058 3.0749 -3.0382 -0.32 -0.30 -0.23
C -6.9526 1.8599 -1.9479 -1.02 -0.59 0.02
C -7.9399 2.2512 -0.6573 0.24 -0.46 -0.31
C -7.6941 1.2269 0.6303 -0.37 0.27 0.07
C -6.8463 1.9467 1.8638 -0.58 0.01 -0.56
O -5.4946 2.3270 1.4209 -0.63 -2.14 1.38
C -4.5845 1.1450 1.4355 0.59 -0.05 -0.78
H -1.3616 -2.3000 -0.7585 1.54 1.54 -0.62
H 0.0817 -1.4411 0.0967 -1.10 -0.37 -2.18
H 0.2986 -1.9749 -1.7027 -1.76 0.75 1.33
H -1.0376 0.5783 -0.2977 0.18 -1.02 -2.52
H -0.2774 0.5586 -2.0567 -1.50 -1.25 1.23
H -2.5978 -1.0512 -2.5872 0.02 1.90 1.46
H -3.2658 -0.4205 -0.9413 1.57 0.98 -1.88
H -2.5464 1.2412 -3.7439 -0.86 -0.15 2.05
H -4.2431 0.9835 -2.9433 2.45 0.25 0.40
H -2.1580 3.2143 -2.5265 -1.56 -1.11 0.54
H 0.0496 5.1361 0.3986 -1.13 0.72 -1.73
H -0.5535 6.6060 -0.6387 -0.02 -2.03 0.26
H 0.3095 3.6882 -1.8279 -0.07 2.35 -0.34
H 1.4335 5.2445 -1.7035 -2.20 -0.91 -0.54
H -0.2663 6.6853 -3.1776 -0.14 -2.33 0.05
H -1.4049 5.1667 -3.3568 2.14 0.72 0.19
H 1.0844 4.0131 -4.4216 -0.91 2.14 -0.22
H 1.4855 5.8694 -4.7404 -1.86 -1.79 0.38
H -0.0304 5.0233 -5.5570 1.16 0.27 1.99
H -1.4432 5.7906 3.2131 -0.68 0.91 -1.44
H -4.3178 4.1245 3.2020 1.62 -0.15 -0.83
H -4.9040 3.5171 -1.0256 0.78 -0.40 -2.26
H -4.8030 2.8343 -4.1524 -0.85 1.39 1.53
H -5.3399 4.6447 -3.8105 0.30 -2.33 0.86
H -7.2894 2.7029 -4.0637 1.08 0.84 2.14
H -7.4925 3.9655 -2.6794 1.61 -1.62 -0.64
H -5.9421 1.4143 -1.5612 -1.78 1.16 -0.73
H -7.5121 0.9715 -2.5108 1.25 1.69 1.27
H -9.0424 2.0742 -1.0507 2.17 0.64 0.92
H -7.7944 3.3904 -0.3418 -0.27 -2.52 -0.65
H -8.7487 0.8859 1.0564 2.18 0.71 -0.79
H -7.1585 0.2645 0.2199 -0.91 1.83 0.96
H -7.4386 2.9369 2.1545 1.46 -2.01 -0.65
H -6.7682 1.2579 2.8283 -0.28 1.27 -2.01
H -4.8965 0.3208 2.2070 0.27 1.59 -1.31
H -3.4707 1.4832 1.6917 -2.67 -0.45 -0.78
H -4.6273 0.7011 0.3406 0.34 0.69 2.30
C 4.3191 9.7951 1.1294 0.32 0.10 -0.18
C 3.6512 8.4718 0.7981 -0.07 0.24 0.64
O 3.7382 8.1933 -0.6052 0.93 -0.59 -0.56
C 4.9372 7.7306 -1.0381 0.09 0.22 0.38
O 5.9221 7.5269 -0.3462 -1.24 0.18 -0.94
O 4.8618 7.5597 -2.3820 -0.04 0.07 1.01
C 6.0922 7.1632 -2.9834 0.35 -0.17 -0.26
H 3.9134 10.5984 0.5061 -0.11 -0.12 0.15
H 4.1709 10.0512 2.1818 -0.05 -0.05 -0.10
H 5.3955 9.7555 0.9342 -0.14 -0.10 0.10
H 2.5854 8.5334 1.0434 0.15 -0.13 -0.39
H 4.0702 7.6472 1.3858 0.07 0.12 -0.26
H 6.5091 6.2778 -2.4932 -0.04 0.27 0.03
H 6.8045 7.9935 -2.9531 -0.01 -0.20 0.12
H 5.8940 6.9151 -4.0296 -0.25 0.13 0.26
C -4.3569 -7.7841 -2.2386 0.08 -0.02 0.36
C -3.3892 -7.1755 -3.2386 -0.38 -0.46 -0.12
O -2.7211 -6.0392 -2.6759 0.94 -0.08 0.50
C -1.7071 -6.3193 -1.8200 -0.06 -0.07 0.23
O -1.3190 -7.4329 -1.5045 -0.41 1.32 -0.48
O -1.2156 -5.1446 -1.3513 -0.50 -1.03 -0.62
C -0.1994 -5.2975 -0.3630 0.47 0.07 0.42
H -5.0475 -7.0243 -1.8590 0.03 -0.07 -0.20
H -4.9331 -8.5912 -2.6987 0.05 0.10 -0.01
H -3.8269 -8.1917 -1.3718 0.00 0.00 -0.21
H -3.9479 -6.8155 -4.1093 0.26 0.24 0.22
H -2.6647 -7.9128 -3.6026 0.00 0.17 0.23
H 0.6042 -5.9523 -0.7145 -0.26 -0.01 0.07
H -0.6370 -5.6848 0.5623 0.13 -0.08 -0.17
H 0.2260 -4.3113 -0.1586 -0.31 -0.07 -0.23
C 1.0230 1.3659 3.4575 0.32 -0.15 -0.08
C 0.0704 0.6580 4.4053 -0.02 0.85 -0.09
O 0.1523 -0.7638 4.2435 0.82 -0.91 0.68
C 1.2221 -1.3598 4.8260 0.08 0.54 -0.16
O 2.0952 -0.8001 5.4700 -1.07 -0.84 -0.72
O 1.1699 -2.6861 4.5443 -0.10 0.94 0.26
C 2.2941 -3.4221 5.0210 0.36 -0.31 0.15
H 0.8534 1.0405 2.4261 -0.16 0.14 0.12
H 0.8927 2.4498 3.5151 -0.06 -0.13 -0.03
H 2.0656 1.1325 3.6959 -0.16 0.07 0.10
H -0.9588 0.9455 4.1648 0.14 -0.38 0.00
H 0.2496 0.9425 5.4483 0.12 -0.22 -0.16
H 2.4608 -3.2492 6.0889 0.03 0.11 -0.24
H 3.1842 -3.1561 4.4425 -0.06 0.03 0.23
H 2.0902 -4.4861 4.8733 -0.20 0.29 -0.11
C 7.3230 -0.9752 4.9939 0.34 -0.15 -0.06
C 6.3704 -1.6831 5.9417 -0.03 0.81 -0.07
O 6.4523 -3.1049 5.7799 0.72 -0.84 0.61
C 7.5221 -3.7010 6.3624 0.26 0.51 -0.02
O 8.3952 -3.1412 7.0064 -1.20 -0.85 -0.79
O 7.4699 -5.0272 6.0807 -0.12 0.94 0.24
C 8.5941 -5.7633 6.5575 0.36 -0.32 0.16
H 7.1534 -1.3006 3.9626 -0.14 0.11 0.13
H 7.1927 0.1087 5.0515 -0.05 -0.13 0.00
H 8.3656 -1.2087 5.2323 -0.17 0.07 0.09
H 5.3412 -1.3956 5.7013 0.11 -0.38 0.03
H 6.5496 -1.3987 6.9847 0.11 -0.22 -0.18
H 8.7608 -5.5903 7.6253 0.03 0.12 -0.25
H 9.4842 -5.4973 5.9789 -0.08 0.05 0.23
H 8.3902 -6.8273 6.4097 -0.21 0.29 -0.11
C 1.2839 -10.8308 -3.5815 0.26 -0.03 -0.28
C 1.2562 -9.5680 -2.7381 -0.67 -0.36 -0.15
O 2.5799 -9.0529 -2.5466 0.62 0.79 -0.67
C 3.1033 -8.3749 -3.5980 -0.35 -0.23 -0.35
O 2.5494 -8.1633 -4.6652 0.79 -0.21 1.46
O 4.3638 -7.9956 -3.2687 -0.97 -0.25 -0.08
C 5.0677 -7.3506 -4.3276 0.30 0.28 -0.34
H 1.9729 -11.5656 -3.1529 -0.17 0.06 0.08
H 0.2868 -11.2741 -3.6485 0.08 0.06 0.07
H 1.6354 -10.6216 -4.5969 -0.14 0.06 0.14
H 0.8619 -9.8057 -1.7442 0.33 0.24 -0.09
H 0.5999 -8.8048 -3.1714 0.27 -0.08 0.03
H 4.4944 -6.5121 -4.7355 0.01 -0.28 0.01
H 5.3035 -8.0760 -5.1124 -0.16 0.18 0.02
H 6.0057 -6.9607 -3.9232 -0.26 -0.21 0.18
```
Positions in Å, forces in eV/Å.

* M: 916.0 g mol⁻¹
* frontier orbital gap: 0.268 hartree
* HOMO: -0.20199 Ha
* total charge: -1
* E_tot: -98500.1387 eV



Entry 2:
This record from the OMol25 dataset describes the molecule C2H4N2O in a non-equilibrium geometry. The level of theory is ωB97M-V with the def2-TZVPD basis set.

Geometry as XYZ:
```
9
Properties=species:S:1:pos:R:3:forces:R:3
C 0.8518 -0.7210 1.1690 2.21 0.09 -2.95
C -1.0734 0.3838 -0.6936 -2.23 1.85 -6.87
H 1.6782 -1.4283 1.3682 -1.20 0.08 1.04
H -0.1491 -0.5250 1.5611 0.59 -0.51 0.76
H 0.4210 1.2260 -1.0859 1.11 1.76 -1.02
H -1.4956 -0.4548 -0.2750 -1.51 -1.78 1.32
N 1.1792 -0.1103 0.0608 -1.72 -1.13 3.21
N 0.1364 0.7339 -0.2896 1.20 1.49 -0.90
O -1.5485 0.8957 -1.8150 1.54 -1.85 5.41
```
Positions in Å, forces in eV/Å.

* M: 72.1 g mol⁻¹
* structure (SMILES): C=NNC=O
* energy relative to the best compared isomer or geometry (same formula, charge and spin): 63.9 kcal per mole
* frontier orbital gap: 0.379 hartree
* HOMO: -0.36490 Ha
* E_tot: -7163.7096 eV



Entry 3:
This record from the OMol25 dataset describes a structure of composition C7H10N3OS in a non-equilibrium geometry. The level of theory is ωB97M-V with the def2-TZVPD basis set.

Geometry as XYZ:
```
22
Properties=species:S:1:pos:R:3:forces:R:3
C -1.9236 0.6780 2.3636 -0.17 1.21 0.46
C -2.1635 -0.6704 2.0070 -0.31 -0.25 0.38
C -0.5784 1.1538 2.4822 0.50 0.66 0.49
C -1.0864 -1.5058 1.7833 -1.12 0.46 0.28
C 0.4836 0.3260 2.1477 -0.09 1.24 -0.55
C 0.1764 -0.9540 1.7229 1.96 -1.16 -0.66
C 0.3088 0.0968 -1.4327 -0.22 -1.30 0.34
N -0.1159 0.4245 -3.2950 6.30 1.35 0.76
N 1.5699 0.0443 -1.2257 0.17 0.43 0.61
N 2.5429 0.2441 -2.1512 0.18 -1.93 -2.81
O -0.7026 -0.1179 -0.8596 0.10 0.49 -0.49
S 1.4009 -1.8181 0.8757 -0.49 -0.03 0.18
H -2.7252 1.4569 2.6132 0.99 -1.62 -0.53
H -3.1207 -1.2344 1.9167 0.41 1.39 0.36
H -0.2800 2.1928 2.8411 -1.03 -1.42 -0.57
H -1.2891 -2.5444 1.6576 0.21 -0.59 -0.43
H 1.5349 0.6493 2.0234 -0.89 0.11 0.44
H -0.9285 0.0621 -3.6219 -3.55 -0.34 -0.81
H 0.1523 1.4132 -3.2244 -1.75 0.03 -0.26
H 0.6221 0.1746 -3.9776 -0.48 -0.55 0.57
H 3.4531 0.5119 -1.7898 -0.48 -0.06 0.39
H 2.6690 -0.5832 -2.8563 -0.26 1.87 1.86
```
Positions in Å, forces in eV/Å.

* M: 184.2 g mol⁻¹
* energy relative to the best compared isomer or geometry (same formula, charge and spin): 8.1 kcal per mole
* frontier orbital gap (spin up / spin down): 0.349 / 0.191 hartree
* HOMO (spin up / spin down): -0.45113 / -0.43597 Ha
* 2S+1: 3
* total charge: +1
* E_tot: -24762.9172 eV



Entry 4:
This record from the OMol25 dataset describes a structure of composition C22H45N2OsP3Se in a non-equilibrium geometry. The level of theory is ωB97M-V with the def2-TZVPD basis set.

Geometry as XYZ:
```
74
Properties=species:S:1:pos:R:3:forces:R:3
Os -0.4976 -0.1926 -0.3622 2.49 3.76 2.24
P -1.6982 -1.7956 0.4813 -2.32 -3.15 1.26
P 1.2071 -0.2035 1.3520 0.30 -0.66 0.18
P 0.9432 -1.0431 -1.8326 2.20 -1.38 -2.07
H -3.4505 2.7665 -4.9409 -0.43 -0.09 -0.48
C -3.4680 1.7341 -5.2995 -1.35 3.70 -3.18
C -3.1322 0.8428 -4.3779 0.91 -3.53 3.44
H -2.8408 1.1645 -3.3645 0.07 -0.09 -0.71
C -2.8386 -1.3054 1.8599 0.55 0.15 -0.59
C -0.8395 -3.2755 1.1856 -0.05 0.45 -0.37
C -2.7279 -2.4546 -0.8890 0.01 -0.19 0.39
C 2.4414 1.1351 1.5381 0.10 0.24 -0.17
C 0.4513 -0.2427 3.0323 -0.16 0.17 -0.39
C 2.3271 -1.6833 1.4342 -0.24 0.07 -0.11
C 0.4234 -0.7618 -3.5827 -0.02 0.05 0.14
C 1.1472 -2.8971 -1.7472 -0.17 0.16 -0.13
C 2.7386 -0.5371 -1.9531 -0.41 -0.09 0.16
H -3.8092 1.5689 -6.3444 0.42 -0.21 0.73
H -3.2264 -0.2348 -4.5033 -0.05 0.08 -0.25
H -3.7702 -0.9109 1.4389 0.11 -0.18 0.23
H -2.3156 -0.5042 2.3912 -0.31 -0.15 0.17
H -3.0020 -2.1644 2.5218 -0.15 0.26 -0.18
H -0.2534 -2.9856 2.0742 -0.39 -0.28 -0.36
H -0.1730 -3.7039 0.4208 -0.30 0.01 0.45
H -1.6297 -3.9921 1.4549 0.36 0.10 0.00
H -3.4094 -1.6437 -1.1869 0.02 -0.47 0.03
H -3.2823 -3.3399 -0.5407 -0.01 0.27 -0.36
H -2.0718 -2.7163 -1.7369 -0.36 -0.02 0.34
H 2.8932 1.0797 2.5333 -0.05 -0.10 -0.10
H 2.0466 2.1484 1.4235 -0.14 -0.08 0.02
H 3.2423 1.0222 0.8051 -0.04 -0.06 -0.03
H 1.2014 -0.0428 3.7970 0.18 -0.15 -0.09
H -0.0053 -1.2102 3.2293 0.01 -0.01 0.02
H -0.3116 0.5260 3.1263 -0.07 -0.12 0.06
H 2.9045 -1.6790 2.3646 -0.15 0.27 -0.03
H 3.0468 -1.7228 0.6143 -0.15 0.09 0.12
H 1.7620 -2.6169 1.4278 -0.04 0.17 -0.04
H 1.0543 -1.3526 -4.2550 -0.08 0.04 0.11
H 0.5469 0.2957 -3.8548 -0.06 -0.18 0.13
H -0.6178 -1.0662 -3.7359 0.12 0.00 0.04
H 1.6919 -3.2445 -2.6304 0.00 0.23 0.00
H 0.1876 -3.4266 -1.7413 0.14 0.23 0.04
H 1.7327 -3.2027 -0.8749 -0.16 0.21 -0.06
H 3.2508 -1.1389 -2.7136 -0.23 0.03 0.09
H 3.2498 -0.7094 -1.0031 -0.08 0.12 -0.21
H 2.8484 0.5158 -2.2293 -0.14 -0.10 0.07
C 1.0549 3.3467 -3.1553 2.09 -0.73 0.72
C -0.3020 3.2672 -3.5144 -0.77 0.26 0.40
C -0.6615 3.5871 -4.8088 -0.15 -0.48 0.21
C 0.3162 3.8479 -5.7729 1.47 0.13 -0.49
C 1.6877 3.7557 -5.4513 0.49 -0.25 0.47
C 2.0601 3.4212 -4.1399 0.73 0.27 -1.09
Se 1.8085 3.4650 -1.3718 -2.36 0.17 -1.85
H 0.3581 3.7995 -1.2183 0.55 -0.01 1.27
H -1.0639 2.9674 -2.7827 0.35 0.47 -0.12
H -1.7074 3.6194 -5.1018 0.26 0.17 0.10
H 0.0727 4.0749 -6.8090 -0.23 0.06 0.25
H 2.5018 3.9282 -6.1823 -0.86 -0.15 0.30
H 3.1399 3.2416 -3.8755 -1.23 0.49 -0.33
C -1.7048 4.0975 3.1676 -0.08 0.66 0.48
C -1.9543 3.0825 2.1121 0.50 -0.21 -1.05
C -3.0035 2.9168 1.2317 -1.34 0.14 -0.51
C -2.6686 1.9714 0.2508 1.39 0.81 2.32
N -1.4017 1.5636 0.5147 0.19 -0.37 -0.21
N -1.0139 2.2296 1.6444 0.50 0.40 0.02
C -3.4165 1.3008 -0.7990 -0.62 -0.59 -1.11
H -1.9912 5.0830 2.7804 0.10 -0.17 -0.09
H -2.3163 3.9997 4.0726 -0.01 -0.43 -0.26
H -0.6652 4.1826 3.5078 -0.16 -0.31 -0.27
H -3.9177 3.4708 1.2841 -0.37 0.04 0.04
H -0.0309 2.3411 1.8676 -0.22 -0.36 -0.08
H -4.3179 0.8032 -0.4195 0.13 0.18 -0.07
H -3.7294 1.9692 -1.6112 -0.06 0.07 0.29
H -2.7694 0.5136 -1.2418 -0.22 0.17 0.10
```
Positions in Å, forces in eV/Å.

* M: 699.7 g mol⁻¹
* energy relative to the best compared isomer or geometry (same formula, charge and spin): 15.9 kcal per mole
* frontier orbital gap (spin up / spin down): 0.194 / 0.109 hartree
* HOMO (spin up / spin down): -0.64409 / -0.72906 Ha
* 2S+1: 5
* total charge: +4
* E_tot: -122159.0101 eV



Question: M of number 3 (C7H10N3OS)?
Answer: 184.2 g mol⁻¹